# C25H67NO12S8

A cluster of 9 separate species, C25H67NO12S8 in total in a non-equilibrium geometry (ωB97M-V with the def2-TZVPD basis set, the OMol25 dataset).

XYZ file:
```
113
Properties=species:S:1:pos:R:3:forces:R:3
C 1.378155 -1.880835 -0.360198 1.1848 0.3365 -0.5221
C 2.052815 -0.522668 0.161072 -0.9119 -0.1327 1.8709
C 2.073640 -0.628586 1.792940 -0.7843 0.0527 -0.1680
C 1.251829 0.813326 -0.212316 1.1575 0.9606 -0.1462
C 2.320130 2.036708 -0.057111 0.4529 -1.1343 -0.6203
C 0.705805 0.877556 -1.713895 0.0917 2.2721 0.9915
O -0.462502 0.061552 -1.978979 3.6702 -1.9537 -1.7306
O -1.616357 0.686102 -1.636562 -3.5301 0.0480 2.5356
C -2.426239 -0.380048 -1.076141 -1.1233 -3.6513 -0.5273
O -2.693793 -1.422716 -1.711073 1.4332 4.2937 2.0943
O -2.893497 -0.264133 0.264907 0.6788 0.9589 -3.1885
C -3.955348 0.753528 0.352177 -0.4394 0.8671 0.7924
C -3.383076 1.977491 1.212379 -0.3800 -0.4789 0.1036
N -2.359548 2.808893 0.520465 -0.5564 -0.6488 0.2345
H 1.944845 -2.743438 0.153756 -1.1412 1.2029 -0.8112
H 1.587402 -1.964041 -1.489749 -0.6639 -0.0339 1.5965
H 0.248142 -1.932618 -0.142857 1.7852 0.1380 -0.2559
H 3.156992 -0.399922 -0.139669 -1.7273 -0.4009 -0.0375
H 2.979787 -0.121567 2.261389 -1.1385 -0.8081 -0.6070
H 1.132051 -0.104873 2.203727 1.4027 -0.6979 -0.5446
H 1.972710 -1.728436 2.112448 0.5601 1.6728 -0.4345
H 0.422659 1.060348 0.555003 0.9872 -0.8237 -1.3645
H 1.880538 3.047662 -0.341100 0.5166 -1.3348 0.6117
H 3.169425 1.786438 -0.804053 -1.2375 0.6258 1.0471
H 2.830784 2.030559 0.975076 -1.0604 0.2459 -1.5455
H 1.533759 0.676722 -2.490660 -1.5329 -0.2928 1.1643
H 0.389006 1.976300 -1.903387 0.4514 -1.6315 0.2036
H -4.841567 0.266076 0.892497 1.3249 0.6692 -0.7417
H -4.281873 1.058399 -0.705938 0.4630 -0.2480 1.5305
H -4.264224 2.615659 1.553149 1.1325 -0.7236 -0.5259
H -2.899396 1.547163 2.164017 -0.8096 0.5342 -1.4555
H -2.712948 3.154994 -0.382767 0.3364 -0.3881 0.5778
H -1.517608 2.238565 0.361658 -0.6638 0.4363 -0.1238
C -0.379993 -4.547677 -2.475900 -0.0235 0.0804 -0.0956
S 1.198577 -5.066707 -1.769975 0.0730 0.1669 -0.0151
O 2.274439 -4.282886 -2.450461 -0.2564 -0.3481 -0.0205
C 1.191797 -6.720282 -2.497580 0.0408 -0.0462 -0.1400
H -0.567210 -3.513964 -2.180778 0.0875 -0.0715 0.0503
H -0.340454 -4.612466 -3.564936 0.0905 -0.0233 0.0428
H -1.178614 -5.183535 -2.089831 0.0707 0.0131 0.0415
H 1.133130 -6.648847 -3.585136 0.0163 0.0630 0.0461
H 0.341442 -7.284678 -2.111128 0.0216 0.0657 0.0339
H 2.117701 -7.224767 -2.217116 -0.0499 0.1218 0.0251
C -2.765465 1.236079 -6.852740 -0.0427 -0.0224 -0.1311
S -1.396370 1.432332 -5.691673 0.2252 -0.0356 -0.0641
O -0.231839 1.972773 -6.456057 -0.3558 -0.2081 0.1290
C -1.107709 -0.332718 -5.443746 0.0407 -0.0920 -0.0574
H -3.087725 2.226374 -7.176985 0.1029 -0.0388 0.0908
H -2.438970 0.659088 -7.719818 0.0667 0.0275 0.0658
H -3.595495 0.731029 -6.355564 0.0644 0.0278 0.0394
H -0.883342 -0.810850 -6.399057 -0.0116 0.1277 -0.0248
H -1.992116 -0.787025 -4.993635 0.0397 0.0746 0.0660
H -0.258292 -0.452159 -4.769953 -0.1204 0.1202 -0.0004
C -5.443134 -1.969617 5.154727 -0.1742 -0.0211 0.0470
S -4.837366 -1.394900 3.554779 0.0077 -0.1321 0.1071
O -5.806976 -0.373467 3.049738 -0.0317 -0.1919 -0.0429
C -5.161972 -2.933577 2.668086 -0.1236 -0.0190 -0.1152
H -5.370048 -1.146939 5.867130 0.0453 -0.0035 -0.1428
H -6.485803 -2.282720 5.067832 -0.0050 0.1012 -0.0916
H -4.827115 -2.801953 5.499615 0.0602 0.0673 -0.0812
H -6.221718 -3.186466 2.737105 0.0167 0.0932 0.0864
H -4.555345 -3.734201 3.094127 0.0200 0.0871 0.0097
H -4.889871 -2.792366 1.620684 0.0616 0.0912 0.1122
C 2.757290 -5.870799 3.968455 -0.2070 -0.0487 0.0328
S 3.369160 -5.265047 2.380995 0.1497 0.2498 -0.0873
O 2.407248 -4.229565 1.895132 0.0620 -0.4295 0.1864
C 3.038125 -6.784864 1.463301 -0.1669 -0.0749 -0.0596
H 2.833012 -5.063557 4.697930 0.0509 0.0006 -0.1492
H 1.713747 -6.177410 3.873946 0.0308 0.0355 -0.0479
H 3.368504 -6.713112 4.297136 0.0277 0.0556 -0.0598
H 1.977028 -7.034366 1.525240 0.0129 0.0735 0.0296
H 3.640269 -7.596882 1.874259 0.0240 0.0808 0.0130
H 3.312521 -6.623791 0.419643 0.0436 0.1200 0.1252
C 6.521845 5.398359 0.081317 0.0991 -0.0026 -0.1387
S 4.905625 5.409938 0.885113 -0.0792 -0.1981 0.3859
O 4.815522 4.178840 1.730295 0.0774 0.0622 -0.3912
C 3.951129 5.105789 -0.617531 0.0496 0.0088 -0.2118
H 7.287987 5.535136 0.845388 -0.1587 -0.0072 0.0232
H 6.679829 4.443669 -0.424063 -0.0930 -0.0090 0.0722
H 6.577180 6.218283 -0.636607 -0.0848 0.0144 0.0914
H 4.270203 4.169446 -1.078777 0.0053 -0.0044 0.1137
H 4.092083 5.934800 -1.312615 0.0376 0.0320 0.1315
H 2.896411 5.035631 -0.348672 0.1303 0.0225 0.0922
C -9.115625 -0.517330 2.066708 0.0043 -0.1363 -0.1336
S -9.257637 -0.306330 3.853074 0.1841 -0.0742 -0.0040
O -9.053021 -1.648258 4.480764 -0.1286 0.2130 -0.2225
C -11.032320 0.029935 3.861510 -0.1222 -0.1261 0.0060
H -8.081862 -0.774740 1.832143 -0.0157 0.1015 0.2181
H -9.775247 -1.320665 1.732681 -0.0369 0.0281 0.1144
H -9.377720 0.417070 1.567269 0.0120 -0.0014 0.0853
H -11.572592 -0.807245 3.415907 0.0774 -0.0032 0.0161
H -11.231854 0.946268 3.303572 0.0792 -0.0198 0.0243
H -11.354138 0.159436 4.895782 0.1309 -0.0219 -0.0628
C 3.324049 10.606953 -0.077362 0.0140 0.0502 -0.1214
S 3.499671 9.022095 0.769364 0.1069 -0.1041 -0.0629
O 4.549017 8.241957 0.046327 -0.3138 0.4035 -0.1482
C 1.894687 8.364077 0.267423 -0.0270 -0.0704 -0.0973
H 4.240422 11.179882 0.069298 -0.0398 -0.1328 0.0547
H 3.165433 10.443704 -1.144839 0.0207 -0.0762 0.0580
H 2.482676 11.156388 0.348413 0.0363 -0.0652 0.0373
H 1.825514 8.340912 -0.821690 0.0827 0.0305 0.0332
H 1.100064 8.986530 0.681852 0.0715 -0.0091 0.0283
H 1.800015 7.349918 0.658394 0.0985 0.1078 0.0406
C 7.765697 -2.299320 -0.763460 0.1185 -0.0714 -0.0283
S 6.154461 -2.283899 0.052066 -0.1469 -0.1704 0.0051
O 6.066407 -3.515167 0.893550 0.0989 0.2057 -0.3007
C 5.185492 -2.581131 -1.442710 -0.0408 -0.0400 0.0308
H 8.538032 -2.167379 -0.004624 -0.1375 0.0014 0.0087
H 7.916641 -3.253070 -1.272431 -0.0854 0.0104 0.0513
H 7.819486 -1.477800 -1.479956 -0.0548 -0.0078 0.0547
H 5.497321 -3.517270 -1.908906 -0.0006 0.0155 0.0879
H 5.323351 -1.750415 -2.137272 0.0238 0.0166 0.0675
H 4.132219 -2.648671 -1.164691 0.0935 -0.0417 0.0337
```
Forces are in eV/Å.

Summary:
E_HOMO: -8.22 eV
Lowest unoccupied orbital energy: 0.419 eV
Net charge: 0
Strongest force on any atom: 4.99 eV/Å
ΔE to the lowest compared entry with this formula, charge and spin: 207.7 kJ/mol
Spin multiplicity: 1
Kohn-Sham gap: 0.3175 hartree

=====

# C25H68BrN4O11PS9

A cluster of 10 separate species, C25H68BrN4O11PS9 in total in a non-equilibrium geometry (ωB97M-V with the def2-TZVPD basis set, the OMol25 dataset).

XYZ file:
```
119
Properties=species:S:1:pos:R:3:forces:R:3
C -3.821823 0.243634 0.003357 -0.4683 -0.3207 -0.0303
C -3.030749 -0.685403 -0.873944 -0.3588 -0.5949 -0.4175
C -2.614946 -0.053334 -2.182928 0.6283 0.1741 0.1837
N -2.884570 -1.894827 -0.485637 0.9270 0.8473 0.3788
C -1.881537 -2.859192 -0.933350 -0.6007 0.1776 0.3290
N -1.706436 -3.714089 0.242969 -0.0784 -0.1267 -0.2008
C -2.312743 -3.737388 -2.112005 0.0940 0.2186 -0.1692
Br -3.892384 -4.752821 -1.802018 -0.1488 -0.3063 -0.0007
N -1.130645 -4.534393 -2.459325 -0.2114 0.4725 0.1342
C -0.069788 -3.596488 -2.322281 0.7874 -0.2240 0.0778
O 1.025486 -3.729626 -2.824493 -0.6869 -0.1160 0.2813
C -0.505069 -2.392165 -1.478684 0.6605 -0.4148 -0.7286
P 0.764256 -2.005235 -0.141351 0.1617 0.0372 0.7239
N 0.479360 -0.314410 0.019949 -0.2588 0.1174 -0.5643
O 2.198934 -2.002928 -0.909912 -0.0181 -0.0751 -0.3320
H -3.205353 1.106852 0.267109 -0.0022 -0.0389 -0.0145
H -4.708001 0.610464 -0.524514 0.1224 0.0922 -0.0325
H -4.166645 -0.290263 0.888547 0.1540 0.1098 0.0415
H -3.494745 0.399551 -2.645482 0.0293 -0.1042 0.0213
H -2.141585 -0.738019 -2.878180 -0.1935 -0.1039 -0.1007
H -1.909970 0.768778 -2.001579 -0.1479 0.0155 0.0527
H -1.581891 -3.131448 1.062439 -0.0874 -0.0229 0.0221
H -0.881706 -4.303298 0.205926 0.0946 0.0280 0.0708
H -2.518292 -3.104395 -2.977062 -0.1835 -0.0182 0.1020
H -1.022988 -5.331945 -1.839701 0.0835 -0.2350 -0.2633
H -0.480555 -1.568813 -2.189108 -0.3079 0.3037 0.0602
H -0.438723 -0.093437 -0.358347 -0.1136 0.2824 0.3888
H 1.122915 0.215180 -0.565934 0.1338 -0.0041 0.1612
H 2.174886 -1.725237 -1.838156 0.1744 0.1087 -0.0109
C 2.774930 -6.302459 2.874195 0.0365 -0.0553 0.0229
S 2.093100 -4.864973 2.039972 -0.0312 0.1072 -0.0567
O 0.612866 -5.027323 2.072584 -0.1036 -0.1018 -0.0818
C 2.621643 -5.336286 0.389994 0.0289 -0.0240 -0.0501
H 2.508158 -6.226401 3.925825 -0.0105 0.0165 0.0076
H 2.345497 -7.207843 2.446042 -0.0233 0.0159 -0.0129
H 3.859646 -6.299572 2.768055 0.0045 0.0051 0.0125
H 2.204646 -6.313807 0.145537 -0.0189 0.0042 0.0289
H 3.710667 -5.359973 0.352428 0.0077 0.0114 -0.0074
H 2.255020 -4.580683 -0.302129 0.0295 0.0244 0.0011
C 5.777329 -0.864269 -4.650642 0.1028 0.0766 0.0256
S 3.990255 -0.986408 -4.711204 0.1054 -0.0508 -0.2903
O 3.447280 -0.102949 -3.628819 -0.0145 -0.0554 0.1517
C 3.890940 -2.663230 -4.106828 -0.0436 -0.0223 0.1485
H 6.063359 0.140715 -4.954365 -0.0097 0.0054 -0.0269
H 6.126971 -1.054791 -3.636406 -0.0152 -0.0534 0.0010
H 6.208282 -1.587271 -5.341771 -0.0379 0.0063 -0.0432
H 4.359322 -2.725745 -3.123480 -0.0070 0.0319 0.0085
H 4.375882 -3.343061 -4.806167 -0.0314 0.0391 -0.0566
H 2.833505 -2.895125 -4.028279 -0.0626 -0.1679 0.0282
C 7.848093 2.711792 -0.239001 0.0796 0.0548 0.0374
S 7.672648 1.196826 -1.182683 -0.0402 -0.0841 0.0604
O 8.677399 1.238654 -2.281804 0.0000 0.0448 -0.0578
C 6.088515 1.606451 -1.902584 -0.1104 -0.0563 -0.0612
H 8.811020 2.670639 0.266215 0.0082 -0.0160 -0.0061
H 7.812485 3.563542 -0.916334 -0.0148 -0.0029 -0.0181
H 7.041981 2.776951 0.490216 -0.0211 0.0110 -0.0129
H 6.171202 2.536706 -2.459324 0.0718 0.0461 0.0379
H 5.344846 1.709940 -1.115168 -0.0178 0.0407 0.0039
H 5.799091 0.801889 -2.570642 -0.0272 -0.0373 0.0608
C -4.503224 -3.756875 2.057123 0.0672 -0.0253 0.0685
S -6.279350 -3.627161 2.212811 0.0188 -0.0129 -0.1001
O -6.556493 -2.625503 3.279489 -0.0322 0.0547 0.0966
C -6.529880 -5.246503 2.950301 -0.0135 -0.0608 0.0253
H -4.134663 -2.822212 1.641275 -0.0091 -0.0028 -0.0775
H -4.065785 -3.932393 3.040765 -0.0424 0.0039 0.0201
H -4.248338 -4.563253 1.370395 0.0138 0.0369 -0.0342
H -5.951702 -5.314006 3.871594 0.0089 0.0250 0.0009
H -6.220698 -6.015483 2.242641 -0.0015 -0.0009 -0.0037
H -7.590708 -5.349955 3.167656 -0.0123 0.0131 -0.0025
C 1.950413 2.321203 -8.975162 -0.0509 -0.0072 -0.0562
S 3.295513 1.860900 -7.876724 0.0307 0.1113 0.0760
O 3.645152 0.451085 -8.181278 -0.0104 -0.0650 -0.0130
C 2.310341 1.854313 -6.375065 -0.0601 0.0200 0.0830
H 2.346481 2.344618 -9.987827 0.0180 -0.0063 -0.0042
H 1.157078 1.577595 -8.902911 0.0151 -0.0199 0.0085
H 1.581715 3.309243 -8.700367 0.0075 0.0074 -0.0051
H 1.484933 1.149865 -6.478655 0.0249 -0.0307 -0.0424
H 1.931782 2.860487 -6.190702 0.0144 0.0114 -0.0157
H 2.946049 1.546880 -5.547318 0.0140 -0.0118 0.0312
C -0.599478 3.354183 2.149621 0.0857 -0.0356 -0.0077
S -1.234796 3.964786 0.594813 -0.0551 -0.0337 0.0898
O -1.400063 2.783421 -0.304161 0.0129 -0.0903 -0.1192
C 0.266242 4.800974 0.074358 0.0654 -0.0061 -0.0352
H -1.370326 2.752591 2.622511 -0.0238 0.0104 0.0212
H 0.281730 2.739256 1.967290 -0.0136 -0.0215 -0.0332
H -0.356978 4.192789 2.800485 -0.0315 -0.0116 0.0377
H 1.087169 4.084617 0.032027 -0.0190 -0.0428 0.0260
H 0.492022 5.603605 0.776106 -0.0065 0.0049 0.0047
H 0.080467 5.216212 -0.913706 -0.0354 0.0148 -0.0280
C -3.418944 2.615829 5.687469 -0.0671 0.0100 -0.0213
S -1.814778 3.126992 6.286463 -0.0564 -0.0330 0.0053
O -0.832214 2.808794 5.211168 0.0853 0.0416 -0.0742
C -1.659293 1.833573 7.520013 0.0103 -0.0314 0.0816
H -3.690779 3.274442 4.864252 0.0308 0.0298 0.0029
H -3.356668 1.587036 5.332351 0.0322 -0.0024 -0.0009
H -4.158391 2.696585 6.483163 0.0010 0.0014 -0.0441
H -1.730675 0.862785 7.030530 0.0005 0.0125 -0.0298
H -2.448698 1.951464 8.261994 -0.0061 -0.0018 -0.0014
H -0.685156 1.943101 7.991463 0.0122 0.0124 -0.0057
C -8.389495 1.934458 6.054512 -0.0433 -0.0363 -0.0566
S -7.500940 2.111298 7.602324 -0.0386 0.0145 0.0107
O -6.051809 2.069208 7.261670 0.0151 0.0009 0.0595
C -7.915524 0.492777 8.254266 -0.0309 -0.0751 0.0088
H -8.213754 2.835983 5.472136 0.0110 0.0193 0.0115
H -8.011301 1.064408 5.518489 0.0277 -0.0080 0.0111
H -9.454534 1.830751 6.260357 -0.0078 0.0121 -0.0030
H -7.571521 -0.273973 7.560756 0.0182 0.0186 -0.0214
H -8.993486 0.428734 8.400309 -0.0038 0.0004 0.0125
H -7.407964 0.385802 9.210107 0.0112 0.0191 0.0106
C 4.252629 4.873420 -3.426567 -0.0436 -0.0006 -0.0622
S 4.823650 5.503779 -1.844054 0.0630 -0.0039 -0.0268
O 4.919676 4.332796 -0.932175 -0.0399 0.0484 0.0657
C 3.305384 6.362594 -1.424836 -0.0663 0.0486 -0.0042
H 5.049409 4.262668 -3.845543 0.0190 0.0028 0.0041
H 3.361563 4.264787 -3.271022 0.0119 -0.0159 0.0308
H 4.043891 5.709990 -4.093329 0.0086 0.0003 -0.0099
H 2.482141 5.649176 -1.420229 0.0280 -0.0130 -0.0008
H 3.126833 7.156660 -2.149568 0.0042 0.0144 0.0044
H 3.434872 6.791555 -0.433597 0.0148 -0.0078 0.0122
```
Forces are in eV/Å.

Summary:
E_HOMO: -8.40 eV
Lowest unoccupied orbital energy: 0.228 eV
Net charge: 0
Strongest force on any atom: 1.31 eV/Å
Spin multiplicity: 1
Kohn-Sham gap: 0.3170 hartree